[1]
# C4H5NO

A single C4H5NO molecule (ωB97M-V with the def2-TZVPD basis set, the Open Molecules 2025 dataset).

Results
HOMO-LUMO gap (eV): 10.2041
Lowest unoccupied orbital energy (eV): 0.92
Net charge: 0
HOMO (eV): -9.3

```
11
C4H5NO, DFT ωB97M-V with the def2-TZVPD basis set
H -0.47931 -1.69977 0.86926
H -1.45354 -1.44887 -0.60503
O -1.51477 1.60296 -0.22507
H 3.70329 -0.34638 0.06146
H -1.47393 2.56583 -0.20241
H -1.76018 -0.43829 0.81418
N -0.18796 1.28338 -0.42478
C 0.04535 0.04233 -0.20734
C -0.97786 -0.95410 0.24857
C 2.64739 -0.33289 -0.09775
C 1.45151 -0.27421 -0.23110
```

[2]
# C5H8O2

A molecular structure, C5H8O2 (ωB97M-V with the def2-TZVPD basis set, the Open Molecules 2025 dataset).

Results
HOMO-LUMO gap (eV): 11.1491
Lowest unoccupied orbital energy (eV): 0.72
Net charge: 0
HOMO (eV): -10.4

```
15
C5H8O2, DFT ωB97M-V with the def2-TZVPD basis set
C -0.48730 0.87250 -0.91505
H -0.49484 -2.03278 -0.69977
C 1.53490 -0.26660 0.22270
H 1.92036 -0.88138 -0.59735
H 2.01792 0.71540 0.18476
O -1.09119 2.87525 0.51384
H -1.42063 0.56914 -1.39848
C -0.74344 1.75494 0.29539
H -0.38093 -2.03306 1.07188
H 0.21835 1.24440 -1.66033
C -0.70519 -1.44988 0.20428
H -1.78629 -1.29228 0.27097
C 0.02743 -0.12681 0.13383
O -0.41352 0.79188 1.20127
H 1.80436 -0.74072 1.17207
```

[3]
# C2H6OS2

2 unconnected molecules or ions with the total composition C2H6OS2 (ωB97M-V with the def2-TZVPD basis set, the Open Molecules 2025 dataset).

Results
HOMO-LUMO gap (eV): 8.4830
Lowest unoccupied orbital energy (eV): 0.38
Net charge: 0
HOMO (eV): -8.1

```
11
C2H6OS2, DFT ωB97M-V with the def2-TZVPD basis set
S 1.14583 -1.07976 0.75183
H 0.72596 -2.29676 0.41160
S -0.85428 -0.38366 0.68351
H -1.37446 1.65486 1.86850
H 0.50049 0.64642 -3.44091
C -0.69159 1.32889 1.04196
H -0.91447 1.96998 0.20714
H -0.20648 -0.60246 -1.97888
O 0.01839 1.33064 -1.70005
C 0.06998 0.36849 -2.42695
H 0.28128 1.59920 1.51604
```

[4]
# C3H10O3

3 unconnected molecules or ions with the total composition C3H10O3 (ωB97M-V with the def2-TZVPD basis set, the Open Molecules 2025 dataset).

Results
HOMO-LUMO gap (spin up / spin down) (eV): 1.9673 / 7.8976
Lowest unoccupied orbital energy (spin up / spin down) (eV): 2.81 / 2.74
Net charge: -1
Multiplicity: 2
HOMO (spin up / spin down) (eV): 0.8 / -5.2

```
16
C3H10O3, DFT ωB97M-V with the def2-TZVPD basis set
C 0.69122 0.37629 -0.34863
H -2.33053 1.28530 -1.24639
H -0.95297 1.95759 -1.98974
O -3.49105 -3.15123 1.49489
H -4.02442 -3.31134 0.70522
H 4.12120 0.55484 0.65532
O 4.13201 -0.33023 0.20445
H -0.71892 1.14010 0.99202
H 5.04589 -0.61259 0.47948
O 1.19023 -0.60273 0.45568
H 1.17853 0.41852 -1.31673
C -0.43895 1.01776 -0.04661
H -1.63814 2.66442 -0.54200
C -1.34200 1.70873 -1.00279
H -3.44398 -2.19947 1.45258
H 2.02187 -0.91595 0.05323
```

[5]
# C36H24BF4O24

7 unconnected molecules or ions with the total composition C36H24BF4O24 (ωB97M-V with the def2-TZVPD basis set, the Open Molecules 2025 dataset).

Results
HOMO-LUMO gap (eV): 6.0055
Lowest unoccupied orbital energy (eV): -0.57
Net charge: -1
HOMO (eV): -6.6

```
89
C36H24BF4O24, DFT ωB97M-V with the def2-TZVPD basis set
C -13.87955 -30.20480 29.14407
O -15.20006 -29.22426 34.74466
C -14.53919 -28.35309 34.19453
O -17.12001 -34.02382 32.03168
C -17.88204 -31.09332 29.84636
C -13.74874 -28.50173 33.02041
C -13.30134 -25.98946 34.17060
C -12.51964 -32.60572 25.79930
C -12.40996 -30.31043 29.47858
H -10.74353 -30.52545 33.77288
O -20.12391 -33.59735 28.28067
H -11.00062 -29.09270 26.56890
O -14.54462 -36.94381 36.26939
C -8.10272 -29.72678 35.75089
C -17.40713 -31.81306 30.98731
O -11.82966 -25.46590 32.38515
F -14.37390 -33.78670 31.24017
O -13.39285 -24.65495 34.64983
O -13.84133 -37.52712 33.76095
C -14.98917 -38.20032 34.33137
H -13.92817 -24.32006 35.36682
C -9.33534 -29.55367 34.99237
H -12.61778 -32.10657 24.89998
F -12.39168 -33.26829 32.25468
H -19.92712 -31.84615 27.64969
H -6.64755 -31.39332 36.61370
H -13.93266 -36.65933 34.12455
H -18.86093 -39.20317 36.47155
C -12.63209 -26.18949 32.96415
C -12.90400 -27.51025 32.34265
O -10.01001 -32.91178 25.81312
O -17.41496 -40.97852 33.80794
H -15.44337 -39.76697 32.83276
C -15.28699 -37.78818 35.63808
H -14.72323 -30.02704 32.74165
C -12.47353 -34.26004 28.24513
C -11.31610 -29.86663 28.49754
C -7.97298 -32.34271 35.35070
O -7.54188 -33.43038 35.57240
O -10.13786 -34.38217 28.12690
C -16.85566 -40.04356 34.39363
H -18.90200 -34.95493 30.25931
C -13.29489 -29.40362 26.91266
C -9.79371 -30.79405 34.23995
O -10.18294 -29.66177 28.89094
H -16.28849 -33.61997 32.24147
H -9.51400 -33.53547 26.07814
H -12.39115 -27.53562 31.39113
C -18.93444 -31.71483 28.92353
C -11.82807 -29.46772 27.24570
C -14.20766 -27.04795 34.92164
O -13.69897 -28.98190 25.73202
C -18.78733 -33.85583 30.14319
O -11.99858 -30.99988 30.48446
O -14.93380 -32.41953 26.04719
H -7.97712 -27.98807 35.80230
H -12.54936 -31.12075 31.30884
O -9.46926 -33.10573 33.56782
C -17.37827 -39.35754 35.61409
O -14.86274 -33.57059 28.62218
O -19.43771 -31.04811 27.85355
O -15.49802 -29.73351 27.49704
B -13.75009 -33.59945 32.42881
O -9.86606 -28.45150 34.84710
H -17.45293 -29.98001 29.84087
H -14.94652 -33.60719 29.54905
H -12.42231 -34.66910 29.19836
C -7.58845 -31.15792 36.02494
O -16.56781 -31.36410 31.78526
C -17.89463 -33.24074 31.04630
C -15.75448 -39.35085 33.68747
O -18.51035 -39.89452 36.00174
H -14.65774 -30.63315 29.94483
H -14.59386 -28.63199 25.70021
C -19.39491 -33.14413 29.04811
C -13.82726 -32.85602 26.48448
C -16.49756 -38.29915 36.22525
C -13.79357 -33.66143 27.76987
O -7.48594 -28.63568 36.29089
F -13.85777 -34.74108 33.18001
H -10.29482 -32.91254 33.26947
C -14.29939 -29.85516 27.84247
O -13.93940 -29.72071 32.36885
H -14.55114 -26.75778 35.82977
C -11.20712 -33.13778 26.41041
H -16.96708 -37.78730 37.04086
C -11.18262 -33.86570 27.73926
C -9.16998 -32.06766 34.35193
F -14.41562 -32.61663 33.18942
```